1.
C34H29IrN4O7S as an isolated structure. Source: OMol25; level of theory: ωB97M-V with the def2-TZVPD basis set.

Element x y z (Å)
Ir  0.67  0.06  0.20
O  0.37  1.58  4.64
C  1.61  1.25  5.03
C  2.06  1.76  6.25
C  3.32  1.46  6.72
C  4.17  0.65  5.98
C  3.73  0.14  4.77
C  2.46  0.43  4.28
C  2.02  -0.13  2.97
O  0.88  0.27  2.50
N  2.79  -0.98  2.36
N  2.16  -1.42  1.18
C  2.24  -2.69  1.00
C  1.73  -3.45  -0.12
C  1.65  -4.83  0.01
C  1.21  -5.63  -1.03
C  0.86  -5.01  -2.24
C  0.94  -3.65  -2.39
C  1.38  -2.81  -1.34
O  1.49  -1.52  -1.50
H  0.23  1.17  3.75
H  1.38  2.39  6.82
H  3.65  1.87  7.67
H  5.16  0.41  6.34
H  4.37  -0.50  4.17
H  2.73  -3.25  1.79
H  1.94  -5.29  0.95
H  1.14  -6.70  -0.92
H  0.51  -5.62  -3.06
H  0.67  -3.18  -3.33
O  -2.69  2.16  -0.08
C  -1.70  2.11  0.64
O  -1.09  1.06  1.05
C  -1.18  3.42  1.24
C  -2.12  4.41  1.47
C  -1.78  5.59  2.11
C  -0.48  5.80  2.54
C  0.48  4.83  2.31
C  0.16  3.64  1.64
S  1.48  2.58  1.30
H  -3.13  4.23  1.13
H  -2.54  6.34  2.29
H  -0.21  6.72  3.06
H  1.50  4.98  2.63
C  -5.68  -2.03  -4.90
C  -4.54  -1.65  -3.98
C  -3.27  -1.42  -4.48
C  -2.21  -1.08  -3.64
C  -0.86  -0.79  -4.23
C  -2.45  -1.01  -2.27
C  -3.73  -1.22  -1.74
C  -3.99  -1.06  -0.27
C  -4.76  -1.53  -2.61
C  -1.33  -0.67  -1.34
O  -1.08  -1.39  -0.34
O  -0.62  0.35  -1.60
H  -5.41  -1.86  -5.94
H  -6.57  -1.45  -4.68
H  -5.93  -3.08  -4.79
H  -3.09  -1.50  -5.54
H  -0.76  -1.28  -5.20
H  -0.04  -1.09  -3.58
H  -0.75  0.29  -4.38
H  -3.63  -0.10  0.09
H  -3.47  -1.83  0.31
H  -5.06  -1.13  -0.07
H  -5.76  -1.68  -2.22
N  3.16  0.35  -1.84
C  3.95  1.07  -2.65
C  3.53  2.38  -2.55
C  2.44  2.34  -1.66
N  2.24  1.10  -1.25
H  2.95  -0.66  -1.80
H  4.73  0.61  -3.23
H  3.93  3.24  -3.05
H  1.81  3.14  -1.32

HOMO-LUMO gap (spin up / spin down) = 7.65 / 5.39 eV
total charge = -1
<S²> = 8.784
energy relative to the best compared isomer or geometry (same formula, charge and spin) = 0.936 eV
spin multiplicity = 6
strongest force on any atom = 0.0069 Eh/bohr

The molecule's Mulliken atomic charges, reported in e, are given here:
1 Ir 1.83
2 O -0.76
3 C 0.43
4 C -0.66
5 C -0.27
6 C -0.75
7 C -0.58
8 C 0.27
9 C 0.89
10 O -0.88
11 N -0.95
12 N 0.46
13 C -0.60
14 C 0.67
15 C -0.77
16 C -0.68
17 C -0.66
18 C -0.39
19 C 0.43
20 O -0.47
21 H 0.35
22 H 0.42
23 H 0.36
24 H 0.38
25 H 0.45
26 H 0.33
27 H 0.36
28 H 0.38
29 H 0.39
30 H 0.38
31 O -0.70
32 C 0.36
33 O -0.59
34 C 0.05
35 C -0.82
36 C -0.42
37 C -0.64
38 C -0.68
39 C 1.18
40 S -0.07
41 H 0.45
42 H 0.38
43 H 0.37
44 H 0.44
45 C -1.49
46 C 0.80
47 C -0.94
48 C 0.81
49 C -1.60
50 C 0.38
51 C 1.03
52 C -1.34
53 C -1.03
54 C 1.72
55 O -0.82
56 O -0.91
57 H 0.35
58 H 0.36
59 H 0.28
60 H 0.30
61 H 0.41
62 H -0.11
63 H 0.32
64 H 0.08
65 H 0.25
66 H 0.38
67 H 0.32
68 N 0.00
69 C -0.31
70 C -1.06
71 C -0.36
72 N -0.24
73 H 0.31
74 H 0.45
75 H 0.39
76 H 0.62

2.
C11H23AsF10NOS as an isolated structure in a non-equilibrium geometry. Source: OMol25; level of theory: ωB97M-V with the def2-TZVPD basis set.

Element x y z (Å)
N  4.17  -1.66  1.44
C  4.22  -1.40  -0.01
C  3.89  0.04  -0.34
O  4.90  0.47  -1.26
C  2.48  0.27  -0.91
As  1.26  1.51  0.19
C  1.19  2.88  -1.37
C  0.21  3.96  -1.08
F  0.26  5.01  -2.03
C  1.14  0.19  1.76
C  -0.28  0.07  2.31
C  -1.18  -0.91  1.54
C  -2.66  -0.50  1.53
C  -3.37  -0.52  0.18
F  -2.67  0.19  -0.76
F  -4.61  0.06  0.31
C  -3.58  -1.96  -0.36
F  -2.40  -2.52  -0.71
F  -4.13  -2.71  0.64
S  -4.78  -2.13  -1.83
F  -6.01  -1.89  -0.86
F  -4.86  -3.70  -1.56
F  -3.60  -2.37  -2.86
F  -4.73  -0.58  -2.15
F  -5.82  -2.31  -3.01
H  4.34  -2.65  1.59
H  4.93  -1.17  1.89
H  3.53  -2.09  -0.48
H  5.22  -1.60  -0.42
H  3.98  0.64  0.57
H  4.56  1.22  -1.74
H  1.95  -0.67  -1.00
H  2.55  0.69  -1.91
H  2.52  2.26  0.82
H  0.29  2.48  1.04
H  0.00  0.79  -0.48
H  0.81  2.31  -2.22
H  2.18  3.27  -1.61
H  0.35  4.39  -0.09
H  -0.80  3.57  -1.12
H  1.52  -0.78  1.45
H  1.80  0.57  2.54
H  -0.19  -0.33  3.32
H  -0.71  1.06  2.39
H  -1.11  -1.87  2.04
H  -0.79  -1.06  0.54
H  -2.73  0.54  1.83
H  -3.24  -1.07  2.24

HOMO-LUMO gap = 5.99 eV
total charge = -1
strongest force on any atom = 0.0208 Eh/bohr

The molecule's Mulliken atomic charges, reported in e, are given here:
1 N -0.49
2 C -0.95
3 C 0.80
4 O -0.59
5 C -1.88
6 As 0.27
7 C -0.85
8 C -0.28
9 F -0.34
10 C -1.38
11 C -0.82
12 C -0.41
13 C -1.14
14 C 0.87
15 F -0.31
16 F -0.32
17 C 0.51
18 F -0.27
19 F -0.30
20 S 1.38
21 F -0.29
22 F -0.32
23 F -0.31
24 F -0.28
25 F -0.29
26 H 0.20
27 H 0.20
28 H 0.35
29 H 0.43
30 H 0.19
31 H 0.30
32 H 0.32
33 H 0.75
34 H 0.07
35 H -0.01
36 H -0.20
37 H 0.38
38 H 0.32
39 H 0.31
40 H 0.08
41 H 0.41
42 H 0.43
43 H 0.39
44 H 0.44
45 H 0.41
46 H 0.40
47 H 0.46
48 H 0.37

3.
A 2-piece molecular cluster, C10H18ClF2NO5P overall in a non-equilibrium geometry. Source: OMol25; level of theory: ωB97M-V with the def2-TZVPD basis set.

Element x y z (Å)
C  2.21  -0.54  0.34
C  0.84  0.20  0.35
C  0.03  0.11  -0.95
C  0.28  -1.12  -1.83
C  0.14  -2.50  -1.17
F  -0.52  -1.08  -2.93
C  0.14  1.30  -1.99
P  0.83  2.99  -1.54
O  -0.09  3.52  -0.28
Cl  2.75  2.61  -0.73
O  -1.11  1.60  -2.54
C  -2.08  1.14  -1.68
O  -3.18  1.32  -1.90
C  -1.43  0.38  -0.49
F  -1.55  1.28  0.55
C  -2.39  -0.76  -0.18
C  -2.10  -1.41  1.17
O  -2.10  -0.81  2.16
O  -1.80  -2.72  1.22
H  2.63  -0.67  -0.64
H  2.05  -1.53  0.75
H  2.95  -0.06  0.99
H  0.24  -0.30  1.11
H  0.97  1.21  0.69
H  1.30  -1.05  -2.18
H  0.23  -2.45  -0.09
H  0.88  -3.15  -1.61
H  -0.81  -2.91  -1.48
H  0.88  0.94  -2.71
H  0.11  3.05  0.54
H  -3.40  -0.38  -0.13
H  -2.37  -1.49  -0.97
H  -1.93  -3.07  0.33
N  1.49  1.27  3.57
H  1.78  1.70  2.68
H  0.50  0.98  3.49
H  2.07  0.45  3.75
H  1.59  1.94  4.33

HOMO-LUMO gap = 7.65 eV
total charge = +1
strongest force on any atom = 0.0870 Eh/bohr

The molecule's Mulliken atomic charges, reported in e, are given here:
1 C -1.85
2 C -0.39
3 C 1.93
4 C -0.09
5 C -1.77
6 F -0.40
7 C -0.18
8 P 0.01
9 O -0.40
10 Cl -0.23
11 O -0.40
12 C 0.03
13 O -0.44
14 C 1.01
15 F -0.42
16 C -0.79
17 C 0.10
18 O -0.49
19 O -0.55
20 H 0.31
21 H 0.50
22 H 0.34
23 H 0.29
24 H -0.37
25 H 0.67
26 H 0.57
27 H 0.28
28 H 0.47
29 H 0.67
30 H 0.26
31 H 0.55
32 H 0.43
33 H 0.36
34 N -0.42
35 H 0.29
36 H 0.35
37 H 0.38
38 H 0.41

4.
C39H49N5OPtSe as an isolated structure. Source: OMol25; level of theory: ωB97M-V with the def2-TZVPD basis set.

Element x y z (Å)
Pt  -0.83  0.41  -0.58
C  -1.33  -0.91  3.74
C  -1.11  0.20  2.70
C  -2.32  1.13  2.68
C  0.16  1.01  2.92
C  0.52  1.35  4.22
C  1.60  2.18  4.51
C  2.23  2.79  3.44
C  1.88  2.53  2.11
C  2.37  3.59  1.11
C  1.42  3.88  -0.05
C  3.82  3.41  0.62
C  0.95  1.47  1.83
N  0.85  0.92  0.58
C  2.03  0.73  -0.14
C  1.94  0.21  -1.38
N  0.69  -0.18  -1.84
C  0.54  -0.41  -3.21
C  0.44  -1.73  -3.68
C  0.37  -1.95  -5.06
C  0.39  -0.91  -5.97
C  0.46  0.39  -5.50
C  0.52  0.66  -4.14
C  0.47  2.10  -3.66
C  1.61  2.94  -4.24
C  -0.89  2.71  -3.98
C  0.45  -2.93  -2.76
C  1.75  -3.02  -1.94
C  -0.78  -2.98  -1.85
H  -2.13  -1.57  3.39
H  -1.65  -0.50  4.70
H  -0.43  -1.50  3.89
H  -1.04  -0.26  1.72
H  -2.39  1.69  3.62
H  -3.24  0.56  2.53
H  -2.24  1.84  1.85
H  -0.07  0.95  5.04
H  1.89  2.40  5.53
H  2.97  3.57  3.63
H  2.37  4.50  1.71
H  1.46  3.10  -0.81
H  1.71  4.82  -0.53
H  0.39  3.97  0.29
H  3.86  2.77  -0.26
H  4.45  2.98  1.40
H  4.24  4.39  0.34
H  2.99  0.94  0.32
H  2.82  0.03  -1.99
H  0.31  -2.98  -5.42
H  0.35  -1.12  -7.04
H  0.45  1.21  -6.21
H  0.56  2.08  -2.58
H  1.54  3.02  -5.33
H  2.58  2.50  -3.99
H  1.59  3.95  -3.82
H  -1.10  2.68  -5.05
H  -0.93  3.75  -3.64
H  -1.68  2.16  -3.45
H  0.42  -3.81  -3.41
H  1.79  -2.19  -1.22
H  2.62  -2.96  -2.59
H  1.79  -3.96  -1.39
H  -0.77  -2.15  -1.13
H  -0.80  -3.93  -1.29
H  -1.70  -2.90  -2.42
C  -0.59  -3.09  7.28
C  0.78  -3.23  6.68
C  1.36  -2.18  5.97
C  2.60  -2.30  5.37
C  3.29  -3.51  5.44
N  4.54  -3.69  4.82
C  5.12  -2.99  3.79
O  6.33  -2.86  3.73
N  4.28  -2.43  2.86
C  3.02  -2.86  2.40
C  2.56  -4.16  2.47
C  1.30  -4.45  1.96
C  0.55  -3.43  1.40
N  1.00  -2.18  1.31
C  2.20  -1.91  1.80
C  2.73  -4.56  6.15
C  1.50  -4.41  6.77
H  -0.85  -2.05  7.44
H  -0.65  -3.62  8.24
H  -1.35  -3.52  6.62
H  0.83  -1.24  5.88
H  3.02  -1.47  4.82
H  5.23  -4.21  5.35
H  4.72  -1.71  2.32
H  3.18  -4.95  2.89
H  0.91  -5.46  2.00
H  -0.45  -3.60  1.00
H  2.52  -0.87  1.70
H  3.27  -5.50  6.21
H  1.07  -5.25  7.32
Se  -3.10  0.48  -0.82

HOMO-LUMO gap = 3.43 eV
total charge = -2
energy relative to the best compared isomer or geometry (same formula, charge and spin) = 0.000 eV
strongest force on any atom = 0.0106 Eh/bohr

The molecule's Mulliken atomic charges, reported in e, are given here:
1 Pt 1.82
2 C -1.48
3 C 1.72
4 C -1.75
5 C 0.77
6 C -0.02
7 C -1.76
8 C -0.37
9 C -0.43
10 C 0.25
11 C -1.28
12 C -1.53
13 C 0.16
14 N 0.29
15 C -0.50
16 C -1.52
17 N 1.22
18 C -1.46
19 C 1.53
20 C -1.04
21 C -1.38
22 C -0.19
23 C 0.48
24 C 1.93
25 C -1.66
26 C -1.45
27 C 0.46
28 C -0.92
29 C -1.11
30 H 0.49
31 H 0.31
32 H 0.00
33 H -1.01
34 H 0.31
35 H 0.40
36 H 0.30
37 H 0.46
38 H 0.32
39 H 0.39
40 H 0.71
41 H -0.06
42 H 0.58
43 H 0.25
44 H 0.25
45 H 0.31
46 H 0.43
47 H 0.57
48 H -0.08
49 H 0.32
50 H 0.34
51 H 0.32
52 H -1.12
53 H 0.35
54 H 0.38
55 H 0.39
56 H 0.30
57 H 0.40
58 H 0.28
59 H 0.54
60 H -0.25
61 H 0.37
62 H 0.44
63 H -0.27
64 H 0.35
65 H 0.37
66 C -1.57
67 C 0.53
68 C -0.22
69 C -0.26
70 C 0.08
71 N -0.05
72 C 0.24
73 O -0.74
74 N 0.03
75 C -0.19
76 C -0.12
77 C -1.47
78 C -0.65
79 N 0.73
80 C -0.06
81 C -0.58
82 C -0.60
83 H 0.36
84 H 0.47
85 H 0.27
86 H 0.32
87 H 0.54
88 H 0.25
89 H 0.24
90 H 0.47
91 H 0.43
92 H 0.64
93 H 0.04
94 H 0.39
95 H 0.35
96 Se -1.08

5.
A 2-piece molecular cluster, C9H14 overall in a non-equilibrium geometry. Source: OMol25; level of theory: ωB97M-V with the def2-TZVPD basis set.

Element x y z (Å)
C  -1.14  1.67  -0.31
C  -0.66  0.83  0.84
C  0.50  0.13  0.90
C  0.89  -0.57  2.06
C  0.12  -0.50  3.16
C  -1.20  0.01  3.13
C  -1.54  0.67  1.99
H  -1.97  2.40  -0.08
H  -1.71  0.96  -1.00
H  -0.23  2.16  -0.69
H  1.19  -0.11  0.14
H  1.90  -0.85  1.90
H  0.62  -0.56  4.10
H  -1.76  -0.09  4.06
H  -2.65  0.82  1.67
C  0.35  -1.19  -2.35
C  1.41  -0.49  -3.18
H  1.00  -2.02  -1.95
H  0.02  -0.71  -1.46
H  -0.34  -1.70  -2.99
H  2.36  -0.44  -2.66
H  1.08  0.55  -3.20
H  1.74  -0.97  -4.07

HOMO-LUMO gap = 9.90 eV
energy relative to the best compared isomer or geometry (same formula, charge and spin) = 2.223 eV
strongest force on any atom = 0.0852 Eh/bohr

The molecule's Mulliken atomic charges, reported in e, are given here:
1 C -1.34
2 C 0.66
3 C 0.06
4 C -0.85
5 C -0.29
6 C -0.62
7 C -0.28
8 H 0.38
9 H 0.31
10 H 0.33
11 H 0.43
12 H 0.38
13 H 0.32
14 H 0.36
15 H 0.18
16 C -0.67
17 C -0.87
18 H 0.24
19 H 0.02
20 H 0.36
21 H 0.26
22 H 0.23
23 H 0.38

6.
An isolated ion of composition C6H5Cl2O4 and charge -1 in a non-equilibrium geometry. Source: OMol25; level of theory: ωB97M-V with the def2-TZVPD basis set.

Element x y z (Å)
O  -2.46  1.35  -1.10
C  -1.50  0.62  -0.81
C  -1.51  -0.83  -0.48
Cl  -2.70  -1.03  0.91
C  -0.19  -1.23  0.02
C  0.54  0.10  0.51
O  0.51  0.39  1.87
C  2.12  0.08  0.11
O  2.84  0.28  1.11
O  2.42  -0.24  -1.05
C  -0.10  1.15  -0.50
Cl  0.06  2.90  -0.06
H  -2.08  -1.41  -1.27
H  -0.44  -1.81  0.88
H  0.47  -1.88  -0.75
H  1.53  0.53  1.95
H  0.51  1.03  -1.33

HOMO-LUMO gap = 8.24 eV
total charge = -1
energy relative to the best compared isomer or geometry (same formula, charge and spin) = 0.000 eV
strongest force on any atom = 0.0796 Eh/bohr

The molecule's Mulliken atomic charges, reported in e, are given here:
1 O -0.60
2 C 0.21
3 C 0.23
4 Cl -0.23
5 C -1.13
6 C 0.82
7 O -0.74
8 C 0.49
9 O -0.76
10 O -0.72
11 C -0.26
12 Cl -0.23
13 H 0.38
14 H 0.46
15 H 0.21
16 H 0.37
17 H 0.52